[1]
Entry from OMol25: a 9-piece molecular cluster, C34H68Br2O24 overall (ωB97M-V/def2-TZVPD).

```
128
Properties=species:S:1:pos:R:3:forces:R:3
C -1.39305 2.42555 3.45926 0.1 1.3 -1.4
C -1.22553 3.95631 3.60812 -0.6 -0.8 -0.1
O 0.17147 4.22412 3.61396 -0.1 0.8 -1.4
C 0.85001 4.23448 4.71145 -0.9 -1.6 2.6
O 0.37791 3.94991 5.81198 0.9 0.8 -1.2
O 2.11611 4.45866 4.41533 0.5 0.6 -0.2
C 2.97773 4.53364 5.54072 0.5 0.6 0.7
H -2.42337 2.16644 3.25195 -0.3 -0.1 0.6
H -0.93095 1.97149 4.31418 -0.2 -0.5 0.5
H -0.88240 2.07247 2.54322 0.1 0.3 0.4
H -1.80528 4.35666 4.46243 0.9 -0.3 -0.1
H -1.51900 4.55011 2.75255 -0.5 -0.3 -0.4
H 3.36555 3.54259 5.74447 0.0 -0.2 0.3
H 2.40467 4.93845 6.38328 0.3 -0.3 0.0
H 3.83391 5.20515 5.34733 -0.6 -0.3 -0.4
C -5.30514 -1.79680 -6.49013 -0.8 -1.2 -0.2
C -4.09602 -0.94755 -6.36299 0.8 1.2 -0.2
O -2.84272 -1.61618 -6.10380 0.1 -0.6 0.6
C -2.64839 -1.87256 -4.80504 -0.3 -0.7 0.3
O -3.36870 -1.52899 -3.90426 -0.2 0.4 -0.1
O -1.56593 -2.64329 -4.60011 0.1 0.2 -1.1
C -1.26290 -2.75349 -3.22582 -0.7 0.0 1.2
H -6.16757 -1.13904 -6.43013 -0.1 0.2 -0.1
H -5.43656 -2.46985 -5.62093 0.3 0.2 -0.5
H -5.39875 -2.35271 -7.44447 0.3 0.1 0.6
H -4.29141 -0.26251 -5.54483 0.3 0.2 0.0
H -3.84974 -0.37322 -7.26116 -0.4 -0.1 0.1
H -0.95710 -1.76682 -2.86610 -0.1 -0.3 0.3
H -0.53842 -3.50868 -2.99800 1.0 -0.2 -0.8
H -2.12083 -3.14890 -2.67105 -0.2 0.7 -0.1
C -8.33195 0.47760 1.46795 -0.1 1.1 1.2
C -7.08868 0.41063 0.62919 0.2 -0.3 -0.2
O -5.92097 0.81380 1.37099 0.9 -0.1 0.3
C -5.05671 -0.14453 1.76284 -0.8 -1.6 0.0
O -5.25793 -1.35246 1.64776 0.4 1.9 0.1
O -3.96933 0.39539 2.34557 -1.1 -0.4 -0.6
C -3.03868 -0.61150 2.79062 -0.5 -0.5 -0.1
H -8.45437 1.50064 1.86916 0.1 -0.3 -0.3
H -8.34057 -0.14337 2.36092 0.4 -0.4 -0.1
H -9.24196 0.25898 0.93939 -0.2 -0.2 -0.6
H -7.13885 1.07684 -0.21777 -0.1 0.6 -0.1
H -6.92551 -0.54887 0.17480 0.1 -0.7 0.2
H -3.40540 -1.12000 3.68377 -0.2 0.0 -0.1
H -2.17813 -0.05276 3.06476 0.9 0.2 0.0
H -2.85033 -1.36751 2.01692 0.0 0.5 0.3
C -0.84434 6.14635 -4.39347 -0.6 -0.9 0.8
C -0.74944 5.66646 -2.91556 0.2 1.4 -1.7
O 0.67403 5.65398 -2.65444 -1.8 -0.6 0.3
C 0.98948 4.90874 -1.61255 4.7 0.8 0.2
O 2.17811 4.92439 -1.28426 -1.8 -0.7 0.3
O 0.03596 4.20934 -1.05798 -1.2 0.6 -1.2
C 0.29961 3.56057 0.13373 -0.6 -0.1 1.9
H -0.29687 5.42757 -5.00500 -0.2 0.0 -0.1
H -0.47261 7.12495 -4.63858 0.6 0.5 0.6
H -1.88376 6.20211 -4.69358 -0.3 -0.4 -0.2
H -1.17192 4.68714 -2.74026 0.0 -0.2 -0.5
H -1.24055 6.32046 -2.19709 0.1 0.3 -0.1
H -0.53265 2.90260 0.32471 -0.3 -0.4 -0.3
H 0.28485 4.25807 0.97676 0.5 0.1 -0.2
H 1.19567 2.99643 0.09214 1.0 -0.4 0.1
C 4.42418 2.35276 -2.96500 -0.8 0.5 -0.3
C 3.98427 2.32181 -1.52544 0.8 0.4 0.7
O 4.95501 1.41741 -0.80676 -0.7 0.0 -1.1
C 4.74971 1.25645 0.47694 1.4 -2.0 1.6
O 5.27869 0.45137 1.23918 0.2 0.5 -1.7
O 3.88872 2.09980 0.93371 -1.9 2.0 -0.1
C 3.66419 2.11425 2.29967 -1.1 1.5 2.5
H 3.94157 3.19607 -3.49273 0.1 -0.3 0.4
H 4.14007 1.45212 -3.48176 0.0 -0.4 -0.2
H 5.48153 2.47194 -3.09277 0.6 0.1 0.2
H 2.94899 1.96713 -1.39660 0.5 -0.2 0.0
H 4.03211 3.30873 -1.03742 0.1 -0.5 -0.4
H 4.55239 2.32406 2.90731 0.2 -0.2 -0.5
H 3.19786 1.22163 2.68847 0.1 -0.6 -0.2
H 2.95394 2.94887 2.55465 0.6 -0.6 -0.8
C 4.17676 -3.55413 4.85017 -0.3 1.3 1.1
C 3.52040 -3.80589 3.52852 -0.5 1.1 0.1
O 4.52118 -3.60680 2.54581 0.3 -0.5 -2.8
C 4.12731 -4.01236 1.28904 0.0 -0.8 0.0
O 3.11302 -4.65451 1.06861 1.4 1.1 0.1
O 5.02446 -3.72215 0.29103 -1.5 -0.6 1.6
C 5.98597 -2.73381 0.56098 1.7 0.8 0.0
H 4.66979 -4.39961 5.32482 -0.1 -0.1 -0.2
H 3.45642 -3.09038 5.54869 0.0 -0.7 -0.1
H 4.89528 -2.73069 4.77476 0.2 -0.3 -0.4
H 2.74903 -3.05015 3.28909 0.1 -0.4 0.5
H 3.07127 -4.77041 3.40893 -0.1 -0.6 0.1
H 6.69599 -2.69463 -0.25471 -0.3 -0.3 -0.7
H 6.65593 -2.94040 1.39038 -0.5 -0.3 0.5
H 5.59318 -1.73199 0.65427 -0.5 0.1 0.2
C -0.17621 1.40970 -3.98062 0.2 0.5 1.1
C 1.30995 1.22561 -4.03535 -0.6 0.4 -0.8
O 1.67275 0.35918 -2.99648 -0.4 -0.1 1.8
C 2.50049 -0.62287 -3.23422 1.9 -2.4 0.0
O 3.08839 -0.87711 -4.26570 -0.6 0.4 0.8
O 2.61470 -1.35745 -2.08420 -1.6 1.6 -0.7
C 3.46235 -2.46065 -1.94320 1.1 -0.4 -0.9
H -0.58493 2.02468 -4.75271 0.1 0.6 -0.7
H -0.38685 1.91827 -3.01738 -0.4 -0.7 -0.4
H -0.62051 0.44556 -4.09684 -0.7 -0.6 0.4
H 1.77177 2.18300 -3.87705 0.7 0.3 -0.1
H 1.61928 0.72894 -4.92371 0.4 0.2 -1.1
H 4.48768 -2.12119 -1.82472 0.0 0.0 0.8
H 3.55677 -3.11183 -2.78802 -0.5 -0.1 -1.2
H 3.06130 -3.11149 -1.18951 0.1 0.3 0.8
C -1.05443 -5.70847 -0.13492 -0.5 1.0 0.5
C -0.53759 -5.52467 1.29787 0.9 0.2 0.1
O -1.57072 -5.26475 2.29673 -0.8 0.6 0.0
C -1.81081 -3.96795 2.69910 0.4 -2.1 0.3
O -1.20727 -3.02124 2.30508 0.2 0.6 -0.3
O -2.70451 -3.87667 3.69940 0.2 0.4 -0.3
C -3.62067 -4.93224 3.98557 0.9 -1.2 -1.1
H -1.64699 -4.78871 -0.34526 0.1 -0.8 -0.1
H -1.63866 -6.61251 -0.26785 -0.4 0.0 0.1
H -0.27222 -5.74505 -0.89742 0.3 0.1 0.5
H 0.14369 -4.68117 1.32856 0.1 0.2 -0.1
H 0.05290 -6.37920 1.68017 -0.7 0.2 -0.2
H -4.18883 -4.74513 4.86351 -0.1 0.7 0.8
H -3.07412 -5.87437 4.10468 -0.2 0.2 0.0
H -4.30179 -5.03282 3.15591 -0.3 -0.1 -0.3
Br 2.19311 -1.11568 1.26851 -0.1 0.4 -0.2
C 0.81219 0.05618 0.49062 1.4 1.6 0.8
C -0.21716 -0.80302 -0.03240 -1.6 -0.4 -1.4
Br -1.64709 0.39676 -0.76942 0.2 -0.5 0.3
H 1.22806 0.68495 -0.31500 0.3 -0.4 0.5
H 0.46290 0.70601 1.31457 0.2 -0.4 -0.4
H -0.68808 -1.39924 0.71389 -0.4 -0.5 0.4
H 0.12812 -1.39735 -0.87689 -0.1 0.0 0.1
```
Forces are in eV/Å.

Values from the calculation:
SMILES: CCOC(=O)OC.CCOC(=O)OC.CCOC(=O)OC.CCOC(=O)OC.CCOC(=O)OC.CCOC(=O)OC.CCOC(=O)OC.CCOC(=O)OC.BrCCBr
HOMO-LUMO gap (hartree): 0.3841
Net charge: 0
HOMO level (eV): -10.0731

[2]
Entry from OMol25: C6H10OS in the gas phase (ωB97M-V/def2-TZVPD).

```
18
Properties=species:S:1:pos:R:3:forces:R:3
C 0.16660 1.30178 2.35553 -2.0 1.0 -3.7
C -0.12785 1.38594 0.98189 1.3 -0.6 3.0
C -0.11649 0.09364 0.24046 -2.1 3.0 -3.3
C -1.53270 -0.04990 -0.43749 -0.5 -0.7 0.2
O -1.52999 -1.07746 -1.49952 -0.7 -1.3 3.1
C 0.93744 0.15328 -0.84097 2.7 1.7 -0.8
C 1.37814 -1.24574 -1.13405 4.5 -1.2 -0.7
S 1.75020 1.56702 -1.41918 -1.9 -3.0 1.0
H 0.06647 0.38465 3.00865 0.5 1.3 -1.1
H 0.16730 2.31726 2.69381 0.3 0.1 1.5
H -0.19683 2.35345 0.30290 0.3 -2.1 2.0
H 0.06815 -0.78776 0.71744 0.5 -2.0 2.2
H -2.38704 -0.26979 0.32221 1.7 0.3 -1.1
H -1.72448 0.95155 -0.83454 -0.3 -0.5 -0.6
H -1.61307 -1.94729 -0.93129 0.2 2.4 -2.0
H 2.35395 -1.54617 -1.78099 -2.4 1.7 0.7
H 1.76539 -1.78321 -0.23179 -0.9 0.7 0.0
H 0.57480 -1.80126 -1.51308 -1.2 -0.8 -0.5
```
Forces are in eV/Å.

Values from the calculation:
SMILES: C=C[C@@H](CO)C(C)=S
Energy relative to the best compared isomer or geometry (same formula, charge and spin) (eV): 3.758
HOMO-LUMO gap (hartree): 0.3040
Net charge: 0
HOMO level (eV): -8.5795